A:
Here is 11 unconnected molecules or ions with the total composition H22O11 from the Open Molecules 2025 dataset. Energies are from wB97M-V/def2-TZVPD.

The geometry in ORCA input format:
```
! RIJCOSX wB97M-V def2-TZVPD def2/J DEFGRID3
* xyz 0 1
O 0.550 2.861 -1.680
H -0.004 2.998 -2.477
H 0.306 1.975 -1.420
O 1.732 0.159 -3.042
H 1.157 -0.555 -2.626
H 2.160 0.616 -2.298
O -0.171 0.552 -0.341
H 0.543 0.100 0.054
H -0.895 0.567 0.267
O -3.888 2.355 1.635
H -3.266 1.591 1.531
H -4.591 2.001 2.154
O 1.284 -2.819 2.099
H 1.686 -2.310 1.341
H 1.681 -3.678 2.085
O 2.904 1.025 -0.778
H 2.880 0.133 -0.406
H 2.355 1.629 -0.282
O 1.697 0.626 1.933
H 0.929 0.359 2.442
H 2.165 -0.195 1.790
O -2.301 0.327 1.311
H -2.979 -0.293 1.256
H -1.718 0.056 2.010
O -1.275 -2.481 0.453
H -1.590 -3.394 0.569
H -0.322 -2.619 0.384
O 1.914 -1.535 -0.325
H 2.563 -2.094 -0.704
H 1.089 -1.729 -0.793
O -2.214 1.282 -2.443
H -1.452 0.997 -1.895
H -2.922 1.508 -1.820
*
```

For the HOMO energy, the calculation gives -10.2 eV. The LUMO energy comes out at -0.740 eV. The SMILES is O.O.O.O.O.O.O.O.O.O.O. For the orbital gap, the calculation gives 0.3461 hartree.

=====

B:
Here is 11 unconnected molecules or ions with the total composition H22O11 from the Open Molecules 2025 dataset. Energies are from wB97M-V/def2-TZVPD.

The geometry in ORCA input format:
```
! RIJCOSX wB97M-V def2-TZVPD def2/J DEFGRID3
* xyz 0 1
O 11.041 4.814 -35.416
H 11.592 4.453 -36.139
H 10.683 5.631 -35.760
O 11.789 7.361 -36.529
H 11.089 6.961 -37.088
H 11.881 8.321 -36.651
O 10.209 7.521 -34.525
H 10.867 7.283 -33.846
H 10.731 7.554 -35.288
O 9.517 6.240 -37.363
H 9.088 5.488 -37.697
H 8.799 6.871 -37.311
O 12.534 5.525 -31.087
H 12.250 5.859 -31.945
H 13.123 6.171 -30.756
O 13.495 9.308 -33.762
H 14.363 9.209 -33.426
H 13.072 8.490 -33.618
O 12.724 6.528 -33.562
H 13.589 6.245 -33.448
H 12.459 6.191 -34.423
O 7.581 7.222 -35.023
H 8.498 7.575 -35.095
H 6.968 7.956 -34.923
O 11.002 8.809 -31.908
H 11.358 8.568 -31.063
H 11.066 9.743 -32.018
O 9.401 10.295 -33.898
H 10.104 9.613 -33.969
H 9.747 10.982 -34.520
O 9.262 9.381 -36.658
H 8.312 9.722 -36.620
H 9.698 9.443 -35.842
*
```

For the HOMO energy, the calculation gives -10.7 eV. The LUMO energy comes out at 0.136 eV. The SMILES is O.O.O.O.O.O.O.O.O.O.O. For the orbital gap, the calculation gives 0.3969 hartree.

=====

C:
Here is 11 unconnected molecules or ions with the total composition H22O11 from the Open Molecules 2025 dataset. Energies are from wB97M-V/def2-TZVPD.

The geometry in ORCA input format:
```
! RIJCOSX wB97M-V def2-TZVPD def2/J DEFGRID3
* xyz 0 1
O -0.914 0.664 0.019
H -0.649 -0.150 -0.269
H -0.233 1.251 0.016
H -1.290 0.630 0.888
O -0.337 -1.713 -1.437
H 0.292 -2.303 -1.841
O 2.275 -1.138 -1.710
H 1.308 -1.380 -1.662
H 2.534 -1.421 -0.765
O 0.226 -3.285 0.638
H -0.571 -3.794 1.165
H -0.312 -2.752 -0.078
O -2.779 -2.125 -0.468
H -1.777 -1.996 -0.841
H -3.359 -1.373 -0.815
O 1.530 1.434 -0.717
H 2.210 1.610 -0.085
H 2.024 0.702 -1.334
O 1.026 -0.892 1.804
H 0.679 -1.617 1.535
H 1.748 -0.818 1.246
O -0.068 2.974 1.194
H -0.472 3.619 1.899
H -0.157 3.502 0.484
O -1.191 -0.121 -3.676
H -1.246 -0.779 -2.893
H -0.487 0.662 -3.671
O 2.532 2.682 1.572
H 2.785 3.515 1.037
H 1.552 2.787 1.425
O -2.122 0.903 2.358
H -1.800 0.246 2.992
H -2.959 0.478 1.993
*
```

For the HOMO energy, the calculation gives -10.0 eV. The LUMO energy comes out at -0.462 eV. For the orbital gap, the calculation gives 0.3494 hartree.

=====

Winner for stability: B

=====

A:
Here is C16H28N4O2S in the gas phase from the Open Molecules 2025 dataset. Energies are from wB97M-V/def2-TZVPD.

The geometry in ORCA input format:
```
! RIJCOSX wB97M-V def2-TZVPD def2/J DEFGRID3
* xyz 0 1
C -5.311 -0.797 -1.302
C -5.550 -0.004 -0.023
H -6.391 -0.435 0.523
H -5.796 1.028 -0.274
C -4.319 0.003 0.894
C -3.186 0.717 0.252
N -3.114 2.008 0.095
N -1.986 2.302 -0.568
C -1.371 1.178 -0.803
N -2.088 0.119 -0.313
C -1.646 -1.245 -0.250
H -2.491 -1.919 -0.406
C -0.974 -1.549 1.106
O 0.063 -0.639 1.387
C -0.250 0.350 2.349
H -1.181 0.874 2.121
H 0.563 1.073 2.332
H -0.330 -0.095 3.348
H -0.532 -2.550 1.050
H -1.721 -1.539 1.908
H -0.917 -1.392 -1.052
S 0.115 0.981 -1.684
C 1.003 2.476 -1.131
C 1.865 2.195 0.091
O 1.601 2.727 1.155
N 2.926 1.381 -0.062
C 3.264 0.598 -1.226
H 2.681 0.909 -2.091
C 3.031 -0.894 -0.950
C 3.350 -1.722 -2.188
H 3.188 -2.779 -1.989
H 2.712 -1.426 -3.018
H 4.388 -1.585 -2.484
C 3.881 -1.311 0.251
C 3.534 -0.436 1.452
C 3.727 1.037 1.098
H 3.419 1.683 1.920
H 4.780 1.234 0.862
H 4.162 -0.689 2.307
H 2.491 -0.601 1.724
H 3.700 -2.360 0.488
H 4.941 -1.200 0.003
H 1.977 -1.025 -0.688
H 4.326 0.763 -1.452
H 0.240 3.206 -0.866
H 1.592 2.832 -1.976
H -4.570 0.527 1.818
H -4.032 -1.022 1.138
H -6.200 -0.780 -1.928
H -4.489 -0.370 -1.872
H -5.076 -1.836 -1.076
*
```

For the HOMO energy, the calculation gives -8.3 eV. The LUMO energy comes out at 0.542 eV. The SMILES is CCCc1nnc(SCC(=O)N2CCC[C@H](C)C2)n1CCOC. For the orbital gap, the calculation gives 0.3262 hartree.

=====

B:
Here is C16H28N4O2S in the gas phase from the Open Molecules 2025 dataset. Energies are from wB97M-V/def2-TZVPD.

The geometry in ORCA input format:
```
! RIJCOSX wB97M-V def2-TZVPD def2/J DEFGRID3
* xyz 0 1
C -3.229 0.789 0.050
H -3.479 0.878 1.106
C -2.877 2.150 -0.538
C -1.652 2.780 0.140
C -0.449 1.944 -0.101
N 0.154 1.825 -1.251
N 1.147 0.931 -1.123
C 1.131 0.511 0.112
N 0.139 1.119 0.820
C -0.174 0.909 2.201
H 0.189 -0.084 2.479
H -1.257 0.936 2.338
C 0.465 1.983 3.111
C 1.981 1.821 3.238
H 2.425 2.770 3.540
C 2.097 0.789 4.361
H 2.104 -0.219 3.948
C 0.827 1.034 5.191
H 1.041 1.565 6.124
O -0.036 1.866 4.425
H 0.311 0.099 5.434
H 2.999 0.924 4.953
H 2.448 1.488 2.314
H 0.179 2.974 2.742
S 2.130 -0.769 0.741
C 2.049 -1.774 -0.771
H 2.502 -2.737 -0.533
C 0.575 -1.949 -1.135
O -0.286 -1.905 -0.274
N 0.290 -2.161 -2.432
C 1.253 -2.134 -3.513
C 1.457 -0.717 -4.051
H 2.297 -0.695 -4.741
H 1.640 -0.020 -3.236
H 0.569 -0.378 -4.579
H 0.876 -2.783 -4.308
H 2.200 -2.558 -3.172
C -1.108 -2.289 -2.810
C -1.523 -3.751 -2.943
H -2.569 -3.813 -3.231
H -1.392 -4.260 -1.992
H -0.925 -4.260 -3.696
H -1.705 -1.810 -2.030
H -1.264 -1.757 -3.750
H 2.624 -1.251 -1.529
H -1.476 3.768 -0.288
H -1.828 2.887 1.211
H -3.726 2.828 -0.427
H -2.661 2.045 -1.603
H -4.088 0.367 -0.466
H -2.398 0.093 -0.052
*
```

For the HOMO energy, the calculation gives -8.4 eV. The LUMO energy comes out at 0.654 eV. The SMILES is CCCc1nnc(SCC(=O)N(CC)CC)n1C[C@@H]1CCCO1. For the orbital gap, the calculation gives 0.3344 hartree.

=====

Winner for stability: B